Model w:
A 2-piece molecular cluster, C3H5F2N overall. Source: OMol25; level of theory: wB97M-V/def2-TZVPD.

LUMO ... 0.9 eV
Frontier orbital gap ... 10.13 eV
HOMO ... -9.20 eV

Geometry (Å):
F (1.803, 0.681, -0.972)
F (2.134, -0.615, 0.758)
N (1.143, 1.465, 1.081)
C (1.317, 0.365, 0.246)
C (-0.773, -1.039, -1.328)
C (-0.485, -0.785, -0.082)
H (-0.119, -0.639, -2.053)
H (0.709, 2.159, 0.429)
H (-1.594, -1.563, -1.754)
H (0.472, 1.188, 1.733)
H (-1.069, -0.829, 0.806)

Results of the Mulliken charge analysis, in e, for atoms 1 through 8: F -0.24; F -0.27; N -0.60; C 0.53; C -0.46; C -0.31; H 0.20; H 0.28


Model x:
C3H5F2N as an isolated structure. Source: OMol25; level of theory: wB97M-V/def2-TZVPD.

LUMO ... 0.6 eV
Frontier orbital gap ... 9.99 eV
HOMO ... -9.44 eV

Geometry (Å):
F (1.694, 1.417, -0.026)
F (2.829, -0.531, -0.203)
N (-1.824, 0.098, -0.486)
C (0.622, -0.592, 0.200)
C (-0.770, 0.074, 0.653)
C (1.629, 0.162, -0.041)
H (-1.090, -0.478, 1.566)
H (-1.463, -0.879, -1.396)
H (-0.664, 1.180, 0.913)
H (0.575, -1.691, 0.008)
H (-1.537, 1.241, -1.189)

Results of the Mulliken charge analysis, in e, for atoms 1 through 8: F -0.20; F -0.24; N -0.60; C -0.28; C -0.47; C 0.43; H 0.27; H 0.26


The structure with the most favorable energy is model w; the runner-up is 1.637 eV above it.


Model w:
A 2-piece molecular cluster, CH3NS overall. Source: OMol25; level of theory: wB97M-V/def2-TZVPD.

LUMO ... -0.4 eV
Frontier orbital gap ... 9.89 eV
HOMO ... -10.24 eV

Geometry (Å):
S (-2.571, 0.250, 0.100)
N (1.226, 0.134, 0.139)
C (-1.777, -1.033, 0.424)
H (1.739, 0.770, -0.526)
H (1.014, -0.687, -0.398)
H (0.369, 0.567, 0.261)

For reference, the Mulliken charges in units of e are: S -0.03; N -0.66; C 0.01; H 0.23; H 0.26; H 0.20


Model x:
One molecule with the formula CH3NS. Source: OMol25; level of theory: wB97M-V/def2-TZVPD.

LUMO ... 0.8 eV
SMILES string ... C=NS
Frontier orbital gap ... 9.96 eV
HOMO ... -9.12 eV

Geometry (Å):
S (-0.155, 0.220, 0.976)
N (-0.363, -0.311, -0.705)
C (0.684, -0.138, -1.420)
H (1.636, -0.031, -1.032)
H (0.684, -0.202, -2.489)
H (-1.399, -0.287, 1.362)

For reference, the Mulliken charges in units of e are: S -0.13; N -0.33; C -0.23; H 0.26; H 0.26; H 0.17


Model y:
One molecule with the formula CH3NS. Source: OMol25; level of theory: wB97M-V/def2-TZVPD.

LUMO ... 1.0 eV
SMILES string ... C=NS
Frontier orbital gap ... 10.21 eV
HOMO ... -9.18 eV

Geometry (Å):
S (0.313, 0.032, 1.536)
N (0.330, -0.431, -0.109)
C (-0.363, 0.278, -0.883)
H (1.107, -1.055, 1.935)
H (-0.961, 1.116, -0.520)
H (-0.426, 0.061, -1.958)

For reference, the Mulliken charges in units of e are: S -0.13; N -0.31; C -0.20; H 0.17; H 0.21; H 0.25


The structure with the most favorable energy is model y; the runner-up is 0.251 eV above it.


Model w:
One molecule with the formula CFNO3. Source: OMol25; level of theory: wB97M-V/def2-TZVPD.

LUMO (spin up / spin down) ... -2.0 / -2.0 eV
SMILES string ... O=C(F)[N+](=O)[O-]
Frontier orbital gap (spin up / spin down) ... 9.69 / 9.68 eV
HOMO (spin up / spin down) ... -11.65 / -11.65 eV

Geometry (Å):
F (-0.984, -1.401, -0.731)
O (-1.528, 0.664, 0.800)
O (1.001, 1.141, -0.778)
O (1.382, -0.297, 0.807)
N (0.731, 0.220, -0.007)
C (-0.602, -0.328, -0.090)

For reference, the Mulliken charges in units of e are: F -0.08; O -0.40; O -0.48; O -0.47; N 1.02; C 0.40


Model x:
One molecule with the formula CFNO3. Source: OMol25; level of theory: wB97M-V/def2-TZVPD.

LUMO ... -1.5 eV
SMILES string ... O=C(F)[N+](=O)[O-]
Frontier orbital gap ... 10.72 eV
HOMO ... -12.17 eV

Geometry (Å):
F (-0.595, 0.013, 1.466)
O (-1.007, -1.494, -0.076)
O (0.763, 1.376, 0.251)
O (0.854, 0.180, -1.551)
N (0.500, 0.427, -0.384)
C (-0.514, -0.502, 0.294)

For reference, the Mulliken charges in units of e are: F -0.14; O -0.31; O -0.46; O -0.49; N 0.91; C 0.49


The structure with the most favorable energy is model x; the runner-up is 4.218 eV above it.


Model w:
A 2-piece molecular cluster, C3H10NO2PS overall. Source: OMol25; level of theory: wB97M-V/def2-TZVPD.

LUMO ... 0.5 eV
SMILES string ... [H]/N=C(\O)CC.OSP
Frontier orbital gap ... 8.46 eV
HOMO ... -7.95 eV

Geometry (Å):
S (-2.205, 0.525, 0.268)
P (-1.769, -0.867, -1.245)
O (2.157, 1.949, -0.753)
O (-3.814, 0.149, 0.638)
N (0.136, 0.918, -0.778)
C (1.790, 0.078, 0.766)
C (1.302, 0.999, -0.313)
C (1.150, -1.301, 0.697)
H (2.881, -0.011, 0.702)
H (1.399, -1.791, -0.241)
H (-2.175, -0.075, -2.321)
H (1.499, -1.919, 1.521)
H (-3.863, -0.076, 1.571)
H (-3.044, -1.430, -1.184)
H (3.017, 1.905, -0.318)
H (-0.076, 1.613, -1.488)
H (1.546, 0.544, 1.726)
H (0.069, -1.209, 0.751)

Results of the Mulliken charge analysis, in e, for atoms 1 through 8: S 0.09; P -0.06; O -0.52; O -0.49; N -0.27; C -0.32; C 0.32; C -1.02


Model x:
A 2-piece molecular cluster, C3H10NO2PS overall. Source: OMol25; level of theory: wB97M-V/def2-TZVPD.

LUMO ... 0.9 eV
SMILES string ... OP(O)S.C=NCC
Frontier orbital gap ... 9.58 eV
HOMO ... -8.73 eV

Geometry (Å):
S (-2.052, -1.636, -0.104)
P (-2.258, 0.459, -0.232)
O (-3.873, 0.529, 0.049)
O (-1.878, 1.000, 1.214)
N (0.873, 0.678, -0.082)
C (1.432, -0.638, -0.056)
C (0.419, 1.126, -1.169)
C (2.886, -0.567, 0.409)
H (0.034, 2.072, -1.383)
H (3.279, -1.515, 0.301)
H (1.477, -1.064, -1.001)
H (-0.972, 0.859, 1.415)
H (2.942, -0.115, 1.356)
H (-3.952, 1.292, 0.506)
H (0.901, -1.177, 0.780)
H (-3.293, -1.702, 0.353)
H (3.667, -0.058, -0.161)
H (0.368, 0.456, -2.193)

Results of the Mulliken charge analysis, in e, for atoms 1 through 8: S -0.30; P 0.39; O -0.45; O -0.43; N -0.45; C -0.12; C -0.40; C -1.53


The structure with the most favorable energy is model x; the runner-up is 0.571 eV above it.